Here is a cluster of 2 separate species, C21H25N3O2 in total in a non-equilibrium geometry from the OMol25 dataset. Energies are from wB97M-V/def2-TZVPD.

E_LUMO = -0.085 Eh
Kohn-Sham gap = 5.40 eV
relative energy (zero: lowest compared OMol25 entry of this formula, charge and spin) = 114.8 kcal per mole

```
51
Properties=species:S:1:pos:R:3:mulliken_charge:R:1
H 1.98 -7.06 0.81 0.322
H -0.63 -6.06 1.89 0.287
C 0.81 -1.09 0.15 0.136
C -0.26 0.96 -0.89 0.484
C 0.38 -3.42 -0.42 -0.266
C 1.73 -2.86 1.53 -0.227
H -4.80 2.75 -3.39 0.329
H -2.88 4.10 -5.41 0.320
C -4.06 3.53 -3.14 -0.982
C 2.66 2.99 4.13 -0.310
C 0.59 0.29 0.01 -0.029
C 0.29 -2.08 -0.74 -0.791
H -1.49 2.98 -5.22 0.299
H 0.94 2.75 -0.79 0.416
H 2.32 -5.84 -0.46 0.311
C 0.07 2.30 -1.26 -0.819
C 2.92 2.10 2.90 0.069
C 1.08 -3.85 0.73 0.027
C -0.69 2.97 -2.20 -0.238
H 0.87 -6.47 2.74 0.291
H -0.19 -1.77 -1.67 0.748
C -2.21 1.08 -2.34 -0.175
H 0.67 2.79 4.95 0.212
H -0.43 3.98 -2.52 0.433
H 2.95 2.45 5.04 0.233
N 1.74 1.89 2.23 -0.033
H -0.15 -4.15 -1.05 0.364
H -3.08 0.58 -2.79 0.395
H 3.23 3.91 4.05 0.228
H 0.94 4.32 4.06 0.259
C -1.46 0.39 -1.42 -0.913
C 0.34 -5.66 2.23 -0.931
C 1.17 3.25 4.09 -0.452
C 1.56 -6.24 0.21 -0.991
H -3.14 2.34 -5.47 0.295
H 2.15 -0.76 1.81 0.410
H 0.72 -6.64 -0.39 0.342
N 1.13 -5.19 1.11 0.156
H 1.17 0.92 0.68 0.612
N -2.72 3.15 -3.56 0.163
C 1.64 -1.53 1.23 -0.821
H -4.34 4.45 -3.66 0.338
O 4.02 1.65 2.60 -0.715
C -1.88 2.39 -2.72 -0.073
H -1.77 -0.60 -1.08 0.735
H 2.32 -3.21 2.39 0.497
C -2.54 3.14 -5.00 -0.936
O -0.45 2.64 2.37 -0.698
C 0.70 2.57 2.80 0.060
H 0.16 -4.83 2.92 0.329
H -4.06 3.70 -2.06 0.300
```